Entry 1:
DFT (the ωB97M-V functional and the def2-TZVPD basis) results for one molecule with the formula C2H3ClNOP.

Last column: Mulliken charge in e.
Positions of all 9 atoms, in Å:
1 H 0.67967 0.49386 -0.47596  0.320
2 Cl -1.40034 4.29358 0.72481  -0.162
3 P -0.63151 2.77417 1.74707  0.171
4 H 0.23216 -0.00267 1.29485  0.297
5 C -1.43943 0.02919 0.08680  0.177
6 N -1.94044 -0.73133 0.85752  -0.454
7 C 0.00683 0.58564 0.34256  -0.404
8 H -2.00921 0.79027 -0.61986  0.272
9 O -0.06352 1.90430 0.45601  -0.217

For the total energy, the calculation gives -27468.5328 eV. The value obtained for the energy above the lowest of the compared OMol25 structures with the same formula, charge and spin is 355.3 kJ/mol. As for the strongest force on any atom: 4.96 eV/Å. The net charge is 0.

---

Entry 2:
DFT (the ωB97M-V functional and the def2-TZVPD basis) results for C46H42CrP2SeSi as an isolated structure.

Last column: Mulliken spin population.
Positions of all 93 atoms, in Å:
1 C -0.72028 5.26173 0.90427  0.000
2 C 2.58698 3.41592 -4.39816  0.002
3 H -4.97941 -5.58587 -0.89432  0.000
4 C 0.64943 2.94798 0.19491  -0.105
5 H 3.80499 -4.13760 5.73950  0.000
6 H 1.25696 -0.93753 -4.79778  0.004
7 H -5.08662 -4.14346 1.09890  0.000
8 H -1.18674 1.17295 3.43343  0.002
9 H 4.34858 0.85821 -0.94344  0.002
10 H -4.55742 1.02322 -0.18179  0.000
11 H -3.95474 2.49775 -5.25813  0.000
12 H -3.26241 2.49571 3.61958  0.001
13 H 4.09988 4.47632 -3.30896  0.000
14 P 1.48273 1.43456 -0.43428  -0.018
15 H 5.00681 -3.05206 1.34103  0.000
16 C 2.72363 -4.09882 5.62146  0.000
17 H -3.76182 -4.83508 -2.90405  0.000
18 C 3.02691 3.11071 -2.06578  -0.010
19 H 6.17550 0.27110 0.61178  0.000
20 H 4.34388 -3.59535 3.49024  0.000
21 H -3.95883 -1.94917 1.10744  0.001
22 C 5.00042 0.61182 2.36842  0.003
23 C 4.01238 -2.91608 0.92093  0.011
24 C -4.49863 -4.61905 -0.90345  -0.001
25 C 2.33756 -3.69192 4.22742  0.001
26 P -2.14063 -0.69465 -0.94865  0.099
27 C -2.66518 0.27870 0.51114  -0.054
28 H 2.31607 -5.08213 5.85732  0.000
29 C 3.75835 0.96945 2.87103  0.005
30 C 2.73452 1.29766 2.00683  0.027
31 H 2.32112 -3.39489 6.35019  0.000
32 H -2.61989 -2.63402 -2.89825  -0.011
33 C -3.24067 -2.14713 -0.90793  0.035
34 H 3.58184 3.36383 -1.17331  0.000
35 Cr 0.13832 -0.40323 -0.72488  4.081
36 C 0.63548 5.14592 1.16440  0.000
37 H -0.80242 -0.25549 1.46499  -0.267
38 C 4.19230 0.90741 0.12682  0.008
39 C 1.32220 3.99718 0.81418  -0.002
40 C -4.54442 1.12173 -3.72976  0.004
41 C -1.71904 0.34200 1.54024  0.258
42 Si 0.03349 0.35587 -2.97460  -0.262
43 H 1.04844 2.19275 -5.23387  0.000
44 C 0.21877 -0.70806 -4.58125  0.002
45 H 5.79844 0.34486 3.04433  0.000
46 C -3.17716 -2.97285 -2.03150  0.015
47 C 1.59712 -2.95528 1.63270  0.046
48 H -0.19991 -0.18333 -5.43525  -0.004
49 H -1.38525 -3.95045 2.70797  -0.001
50 C -1.80981 0.89376 -3.18058  0.018
51 H -0.31532 -1.64898 -4.47984  0.000
52 H -1.28939 -2.19814 2.75709  -0.001
53 H -5.59670 1.18312 -3.96961  0.000
54 H -1.04598 -3.06243 1.22546  0.013
55 C -1.92849 1.13363 2.64972  0.049
56 C -1.39101 4.22806 0.27125  0.012
57 C 3.29629 -3.46228 3.25074  0.002
58 C 0.60952 -3.19037 2.59272  0.007
59 C -4.04034 1.82234 1.73912  0.001
60 C 5.21347 0.57770 0.99868  -0.002
61 H 3.85833 -3.63146 0.11171  -0.004
62 Se 1.14914 -2.55559 -0.21658  0.012
63 C -2.26582 1.70828 -4.20441  0.025
64 H 3.94481 -1.91740 0.48825  -0.009
65 C 2.95052 -3.10400 1.95802  0.004
66 C 2.95276 1.30579 0.62608  0.015
67 H -1.21947 2.27551 -0.60502  -0.033
68 H 2.79629 3.92143 -5.33036  0.000
69 H 1.16237 5.95913 1.64242  0.000
70 C -3.92192 -2.57865 0.22716  -0.005
71 H 2.37764 3.91094 1.03513  0.000
72 C -3.82995 1.03608 0.61701  0.009
73 C -4.55575 -3.80869 0.21857  0.001
74 C 3.31406 3.73719 -3.26302  0.001
75 H 3.58580 0.97281 3.93672  -0.001
76 H -4.94909 2.40050 1.82579  0.000
77 H 1.75058 1.55725 2.38317  -0.001
78 H -1.24891 6.16045 1.18695  0.000
79 C 1.59733 2.44754 -4.33978  0.015
80 C -0.85983 -3.09033 2.29944  0.000
81 C -0.70563 3.08467 -0.09212  0.091
82 H -2.44620 4.31601 0.06028  0.002
83 C -3.61958 1.84669 -4.46352  0.002
84 C 1.00258 -3.55313 3.87528  0.002
85 H 0.23490 -3.75576 4.61049  0.000
86 C -3.09730 1.87642 2.75137  0.004
87 C -3.81245 -4.19708 -2.03331  -0.001
88 C 2.02596 2.14736 -2.01624  0.019
89 C -2.75922 0.22831 -2.39608  -0.092
90 H -4.83175 -0.27590 -2.12980  0.000
91 C 1.28800 1.80283 -3.15260  -0.021
92 C -4.11662 0.31240 -2.69205  -0.007
93 H -1.54543 2.23212 -4.81577  0.001

For the total energy, the calculation gives -168607.7736 eV. Its spin multiplicity is 5. The value obtained for the energy above the lowest of the compared OMol25 structures with the same formula, charge and spin is 76.3 kJ/mol. As for the strongest force on any atom: 1.81 eV/Å. The expectation value of S² is 6.099. The net charge is 0.